This record from OMol25 describes a single C23H34N4O2 molecule in a non-equilibrium geometry. The level of theory is ωB97M-V with the def2-TZVPD basis set.

```
! RIJCOSX wB97M-V def2-TZVPD def2/J DEFGRID3
* xyz 0 1
C -4.2966 -1.6805 -1.1960
C -2.8076 -1.5930 -1.3405
C -2.2388 -1.0024 -2.4606
C -0.8661 -0.9312 -2.6153
C -0.0146 -1.4455 -1.6475
C -0.5851 -2.0512 -0.5327
C -1.9568 -2.1205 -0.3789
H -2.3713 -2.5956 0.4996
H 0.0542 -2.4848 0.2235
C 1.4981 -1.4398 -1.7774
C 2.0521 -1.0956 -0.4394
N 2.8203 -1.8489 0.2928
O 3.0628 -1.1210 1.4244
C 2.4060 0.0350 1.2843
N 1.7731 0.1029 0.1541
C 2.3758 1.0602 2.3699
N 1.7786 0.6045 3.6101
C 2.6250 -0.3287 4.3269
H 2.1960 -0.5017 5.3129
H 3.6121 0.1136 4.4540
H 2.7382 -1.2967 3.8201
C 0.4139 0.1096 3.4797
H 0.3502 -0.7488 2.7895
C -0.5748 1.1989 3.0423
C -1.0276 1.0370 1.5896
N -1.9850 2.0657 1.2116
C -1.3389 3.3261 0.8851
H -0.7488 3.6621 1.7388
C -2.4072 4.3741 0.5751
O -3.2281 3.9750 -0.4969
C -3.8393 2.7401 -0.2083
C -2.8041 1.6548 0.0837
H -3.3165 0.7261 0.3402
H -2.1921 1.4796 -0.8189
H -4.4343 2.4804 -1.0857
H -4.5005 2.8483 0.6650
H -1.9483 5.3178 0.2748
H -3.0217 4.5341 1.4742
H -0.6706 3.2160 0.0115
H -1.5305 0.0705 1.4955
H -0.1642 1.0247 0.9069
H -0.1103 2.1710 3.2020
H -1.4647 1.1601 3.6710
H 0.1325 -0.2515 4.4714
H 1.8102 1.9111 1.9868
H 3.3976 1.3844 2.5877
C 2.0622 -0.4233 -2.7980
C 2.3761 -1.2475 -4.0415
H 1.4646 -1.4541 -4.6045
C 2.9235 -2.5420 -3.4492
H 3.9379 -2.3783 -3.0827
H 2.9439 -3.3605 -4.1671
C 1.9823 -2.8255 -2.2783
H 2.4720 -3.3754 -1.4776
H 1.1216 -3.4024 -2.6201
H 3.0864 -0.7488 -4.6997
H 2.9908 -0.0060 -2.4023
H 1.3816 0.4061 -2.9737
H -0.4717 -0.4730 -3.5085
H -2.8809 -0.5916 -3.2271
H -4.5788 -1.8648 -0.1621
H -4.7719 -0.7617 -1.5340
H -4.6821 -2.4999 -1.8036
*
```

Summary:
**E_tot**: -1266.277006 Ha
**Energy above the lowest of the compared OMol25 structures with the same formula, charge and spin**: 308.89 kJ/mol
**SMILES string**: Cc1ccc(C2(c3noc(CN(C)CCCN4CCOCC4)n3)CCCC2)cc1
**Gap between HOMO and LUMO**: 9.2 eV
**Max |F|**: 1.17 eV Å⁻¹

Results of the Löwdin charge analysis, in e, for atoms 1 through 5: C -0.054; C -0.301; C -0.044; C -0.017; C -0.166


This record from OMol25 describes a single C18H17NO4 molecule. The level of theory is ωB97M-V with the def2-TZVPD basis set.

```
! RIJCOSX wB97M-V def2-TZVPD def2/J DEFGRID3
* xyz 0 1
O 0.5863 3.6641 0.4269
C -0.2625 3.1185 -0.2257
O 0.0003 2.1152 -1.0855
C 1.3253 1.6178 -1.0820
C 1.5099 0.6138 0.0548
O 0.6095 0.4047 0.8378
C 2.8069 -0.0828 0.1326
C 2.9264 -1.1164 1.0652
C 4.1097 -1.8163 1.1906
C 5.1920 -1.4902 0.3886
C 5.0850 -0.4638 -0.5379
C 3.9018 0.2379 -0.6715
H 3.8403 1.0373 -1.3930
H 5.9308 -0.2093 -1.1588
H 6.1200 -2.0336 0.4849
H 4.1908 -2.6143 1.9131
H 2.0712 -1.3541 1.6802
H 2.0293 2.4477 -0.9421
H 1.4842 1.1390 -2.0503
C -1.7362 3.4213 -0.1904
H -2.1916 3.1440 -1.1403
H -1.8792 4.4827 0.0071
C -2.3871 2.6028 0.9453
N -2.2644 1.1887 0.7183
C -3.3033 0.4328 0.2960
O -4.4378 0.8598 0.1868
C -2.9410 -0.9872 0.0048
C -1.7677 -1.3149 -0.6662
C -1.4687 -2.6391 -0.9320
C -2.3360 -3.6426 -0.5321
C -3.5154 -3.3194 0.1185
C -3.8212 -1.9962 0.3788
H -4.7406 -1.7256 0.8760
H -4.1979 -4.1005 0.4198
H -2.0962 -4.6760 -0.7366
H -0.5565 -2.8906 -1.4545
H -1.1014 -0.5346 -1.0028
H -1.3408 0.7818 0.7949
H -3.4557 2.8298 0.9828
H -1.9186 2.8676 1.8977
*
```

Summary:
**E_tot**: -1051.878903 Ha
**Energy above the lowest of the compared OMol25 structures with the same formula, charge and spin**: 0.00 kJ/mol
**SMILES string**: O=C(CCNC(=O)c1ccccc1)OCC(=O)c1ccccc1
**Gap between HOMO and LUMO**: 8.9 eV
**Max |F|**: 0.65 eV Å⁻¹

Results of the Löwdin charge analysis, in e, for atoms 1 through 5: O 0.128; C -0.494; O 0.003; C -0.090; C -0.296


This record from OMol25 describes a molecular structure, C17H31ClN10O9P2Sr in a non-equilibrium geometry. The level of theory is ωB97M-V with the def2-TZVPD basis set.

```
! RIJCOSX wB97M-V def2-TZVPD def2/J DEFGRID3
* xyz -2 1
Sr 0.7905 1.0570 -0.1313
C 6.3025 -1.5571 1.2148
N 5.2700 -1.4014 0.2045
C 5.7001 -0.5862 -0.9136
C 3.9897 -1.0635 0.7172
N 3.3990 0.0473 0.6023
N 3.4489 -2.1540 1.3983
C 2.1311 -2.2204 1.8804
N 1.9563 -3.4005 2.6344
N 1.2669 -1.3515 1.6070
H 7.1592 -2.0815 0.7852
H 5.9248 -2.1392 2.0532
H 6.6506 -0.5859 1.5994
H 6.5558 -1.0706 -1.3879
H 6.0104 0.4261 -0.6100
H 4.8906 -0.5170 -1.6387
H 4.0027 0.7390 0.1646
H 3.7870 -3.0301 1.0279
H 2.7340 -3.5689 3.2575
H 1.0810 -3.3996 3.1370
H 0.3866 -1.4883 2.0960
O 0.5289 4.6589 0.0023
P 1.2407 3.9598 1.2694
O 1.8844 4.9956 2.1006
O 2.0396 2.7806 0.7214
O -0.0543 3.2584 1.9794
P -0.2013 1.7674 2.7486
O 1.3657 1.4300 3.0006
O -0.9635 1.9048 3.9980
O -0.6928 0.8414 1.6536
H 0.5700 5.6118 0.1234
H 1.8437 1.8276 2.2333
O 0.2513 2.8195 -4.3665
C 0.2462 2.4543 -3.1807
O 1.0888 1.7832 -2.5445
C -0.9794 2.9339 -2.3597
C -1.8009 3.9321 -2.8793
C -2.8251 4.4370 -2.1044
C -3.0172 3.9255 -0.8280
C -2.1788 2.9139 -0.3988
N -1.1914 2.4156 -1.1463
H -1.5865 4.2855 -3.8780
H -3.4616 5.2297 -2.4836
H -3.7876 4.3031 -0.1685
H -2.2798 2.4826 0.5892
C -3.2631 -0.1817 -0.0279
N -2.1342 -1.0224 -0.4136
C -1.9621 -2.0465 0.6060
N -3.1679 -2.8876 0.7520
C -4.2833 -2.0034 1.1011
N -4.5137 -0.9582 0.1017
C -4.7677 -1.6120 -1.1827
N -3.6696 -2.4812 -1.6071
C -2.4441 -1.6597 -1.6888
C -3.4576 -3.4811 -0.5568
H -3.4069 0.5902 -0.7847
H -3.0291 0.2919 0.9264
H -1.7550 -1.5467 1.5542
H -1.1144 -2.6789 0.3357
H -4.0673 -1.5273 2.0598
H -5.1925 -2.6058 1.1999
H -4.9186 -0.8413 -1.9427
H -5.6820 -2.2096 -1.1018
H -2.5783 -0.8865 -2.4480
H -1.6075 -2.2929 -1.9844
H -2.6188 -4.1179 -0.8460
H -4.3582 -4.0980 -0.4698
Cl 2.6290 -2.3128 -1.9585
C 0.9219 -1.4186 -1.6014
H 0.4050 -2.2871 -1.1660
H 0.5591 -1.3312 -2.6364
*
```

Summary:
**E_tot**: -3065.216958 Ha
**Energy above the lowest of the compared OMol25 structures with the same formula, charge and spin**: 168.45 kJ/mol
**Gap between HOMO and LUMO**: 5.7 eV
**Max |F|**: 3.40 eV Å⁻¹

Results of the Löwdin charge analysis, in e, for atoms 1 through 5: Sr 1.399; C -0.095; N -0.194; C -0.106; C -0.494


This record from OMol25 describes 2 unconnected molecules or ions with the total composition C5H7NO in a non-equilibrium geometry. The level of theory is ωB97M-V with the def2-TZVPD basis set.

```
! RIJCOSX wB97M-V def2-TZVPD def2/J DEFGRID3
* xyz 0 1
C -1.9640 -0.2699 0.2188
C -1.0580 -1.4282 -0.0932
C 0.0919 -1.4378 -0.7190
O 1.1203 -1.5343 -1.2818
C 1.5170 1.3855 0.0597
N 2.5511 0.5364 0.2777
C 0.6253 2.1686 -0.1590
H -2.0443 -0.1046 1.2984
H -2.9661 -0.4855 -0.1651
H -1.6134 0.6639 -0.2204
H -1.3860 -2.4327 0.1837
H 2.5053 -0.3104 -0.2794
H 2.7330 0.3383 1.2524
H -0.1121 2.9106 -0.3728
*
```

Summary:
**E_tot**: -324.604589 Ha
**Energy above the lowest of the compared OMol25 structures with the same formula, charge and spin**: 314.74 kJ/mol
**SMILES string**: CC=C=O.C#CN
**Gap between HOMO and LUMO**: 9.5 eV
**Max |F|**: 1.01 eV Å⁻¹

Results of the Löwdin charge analysis, in e, for atoms 1 through 5: C -0.106; C -0.146; C -0.202; O 0.127; C -0.288


This record from OMol25 describes a molecular structure, C31H25F3N5O4PtS. The level of theory is ωB97M-V with the def2-TZVPD basis set.

```
! RIJCOSX wB97M-V def2-TZVPD def2/J DEFGRID3
* xyz 1 1
Pt 0.8728 -0.4530 -0.8368
O 0.4636 0.2644 3.5019
C 0.7711 1.5828 3.4671
C 0.5806 2.3068 4.6428
C 0.8702 3.6553 4.6864
C 1.3512 4.3144 3.5558
C 1.5367 3.6048 2.3899
C 1.2474 2.2355 2.3188
C 1.3950 1.5394 1.0323
O 1.2187 0.2291 1.0395
N 1.6604 2.2122 -0.0393
N 1.8140 1.3400 -1.1029
C 2.7499 1.5338 -1.9573
C 3.2316 0.4616 -2.7976
C 3.8654 0.7468 -4.0130
C 4.4394 -0.2557 -4.7631
C 4.4208 -1.5625 -4.2730
C 3.8246 -1.8605 -3.0628
C 3.2121 -0.8598 -2.3054
O 2.6845 -1.1990 -1.1195
H 0.7340 -0.1287 2.6559
H 0.2283 1.7768 5.5182
H 0.7325 4.1982 5.6127
H 1.5882 5.3684 3.5942
H 1.9105 4.0949 1.5017
H 3.2465 2.5010 -1.9450
H 3.9012 1.7741 -4.3565
H 4.9165 -0.0310 -5.7064
H 4.8846 -2.3553 -4.8455
H 3.8174 -2.8686 -2.6700
F -2.4573 -4.3805 -2.2034
C -1.3341 -4.5527 -2.9261
F -1.6575 -5.2580 -4.0154
F -0.4942 -5.2899 -2.1868
C -0.7249 -3.2264 -3.2920
C -0.7121 -2.7583 -4.5892
C -0.1802 -1.5022 -4.8862
C 0.3308 -0.7408 -3.8639
N 0.3244 -1.2165 -2.6139
C -0.1851 -2.4136 -2.2926
S -0.0417 -2.6047 -0.5810
H -1.1232 -3.3736 -5.3783
H -0.1685 -1.1250 -5.8972
H 0.7583 0.2404 -4.0137
C -2.7982 1.0864 3.6199
N -2.3521 1.3910 2.2709
N -1.9085 0.4159 1.4161
C -1.4256 1.0148 0.2951
O -1.0221 0.3263 -0.7306
C -1.5453 2.3935 0.4711
C -2.1083 2.5877 1.7174
C -2.3719 3.8618 2.4381
C -2.2131 -0.9722 1.5544
C -3.2299 -1.5010 0.7744
C -3.4954 -2.8599 0.8458
C -2.7568 -3.6665 1.7004
C -1.7475 -3.1196 2.4834
C -1.4633 -1.7659 2.4069
H -2.1445 0.3425 4.0635
H -3.8269 0.7305 3.6143
H -2.7273 1.9992 4.2035
H -1.2208 3.1496 -0.2207
H -2.2514 4.6958 1.7520
H -1.6549 3.9862 3.2548
H -3.3806 3.8937 2.8482
H -3.7842 -0.8564 0.1045
H -4.2769 -3.2884 0.2328
H -2.9660 -4.7265 1.7536
H -1.1697 -3.7501 3.1454
H -0.6629 -1.3327 3.0017
*
```

Summary:
**E_tot**: -2587.986739 Ha
**Energy above the lowest of the compared OMol25 structures with the same formula, charge and spin**: 0.00 kJ/mol
**Gap between HOMO and LUMO**: 7.9 eV
**Max |F|**: 0.56 eV Å⁻¹

Results of the Löwdin charge analysis, in e, for atoms 1 through 5: Pt 1.428; O 0.032; C -0.249; C -0.011; C -0.070


> gap between HOMO and LUMO of number 3 (C17H31ClN10O9P2Sr)?

5.7 eV


> What is the gap between HOMO and LUMO in the fourth record?

9.5 eV


> The highest max |F| belongs to which entry?

C17H31ClN10O9P2Sr


> The highest E_tot belongs to which entry?

C5H7NO